The following is a DFT calculation (ωB97M-V with the def2-TZVPD basis set) of the molecule C19H25N3O in a non-equilibrium geometry.

Summary:
Energy relative to the best compared isomer or geometry (same formula, charge and spin)   17.84 kcal per mole
Charge   0
LUMO energy   0.24 eV
E_tot   -978.53561 a.u.
Frontier orbital gap   0.25029 Ha
Structure (SMILES)   CCCn1cc2[nH]c3c(CC(C)(C)C)cccc3c(N)c-2c1=O

Atoms and positions in Å:
O -2.16 3.19 2.97
C -1.63 2.17 2.59
C -0.76 2.03 1.48
C -0.36 2.90 0.54
C -0.39 0.64 1.40
C -1.05 -0.01 2.40
C 1.97 2.97 -2.45
C 1.11 3.40 -1.44
C 2.27 1.62 -2.56
C 0.54 2.45 -0.56
C 0.94 1.10 -0.64
C 1.81 0.66 -1.65
N -0.85 4.20 0.59
N 0.41 0.17 0.35
N -1.75 0.94 3.18
C -4.25 -0.71 3.02
C 4.79 -0.33 -1.61
C 3.46 -0.71 0.54
C 3.85 -2.62 -1.05
C 2.31 -0.79 -1.79
C -2.55 0.60 4.32
C -4.02 0.43 4.01
C 3.58 -1.09 -0.98
H -0.97 -1.08 2.53
H 2.44 3.65 -3.14
H 0.86 4.43 -1.31
H 2.91 1.30 -3.39
H -1.48 4.33 1.34
H -1.03 4.67 -0.31
H 0.66 -0.81 0.30
H -3.59 -1.58 3.17
H -5.29 -1.01 3.10
H -4.05 -0.34 1.98
H 5.70 -0.63 -1.07
H 4.91 -0.64 -2.65
H 4.62 0.73 -1.53
H 4.42 -0.83 1.07
H 2.73 -1.39 1.03
H 3.07 0.32 0.61
H 4.70 -2.85 -0.44
H 4.10 -2.91 -2.06
H 3.01 -3.24 -0.70
H 1.56 -1.51 -1.41
H 2.50 -0.98 -2.83
H -2.22 -0.37 4.74
H -2.40 1.38 5.06
H -4.47 1.38 3.69
H -4.53 0.18 4.96

The following is a DFT calculation (ωB97M-V with the def2-TZVPD basis set) of the molecule C19H25N3O4 in a non-equilibrium geometry.

Summary:
Energy relative to the best compared isomer or geometry (same formula, charge and spin)   79.07 kcal per mole
Charge   0
LUMO energy   -0.70 eV
E_tot   -1204.20785 a.u.
Frontier orbital gap   0.29465 Ha
Structure (SMILES)   CCCNc1c(CCC(N)=O)cc(CCCO)c2c1C(=O)C=C(N)C2=O

Atoms and positions in Å:
C -0.50 1.36 2.88
C -1.91 1.51 2.29
C -2.69 0.21 2.19
N -2.44 -0.63 0.98
C -1.29 -0.31 0.20
C -0.03 -0.88 0.42
C 0.23 -1.88 1.53
C 0.64 -3.25 0.94
C 0.43 -4.35 1.95
N 1.47 -4.59 2.90
O -0.58 -4.99 1.98
C 1.04 -0.55 -0.42
C 0.92 0.35 -1.49
C 2.14 0.61 -2.34
C 3.41 0.89 -1.51
C 3.19 1.92 -0.40
O 3.60 1.39 0.87
C -0.34 0.91 -1.71
C -1.43 0.58 -0.88
C -2.75 1.19 -1.22
O -3.57 1.51 -0.40
C -2.98 1.40 -2.66
C -1.95 1.69 -3.46
N -2.06 1.97 -4.83
C -0.61 1.84 -2.84
O 0.18 2.66 -3.24
H -0.21 0.32 2.97
H 0.25 1.91 2.31
H -0.47 1.76 3.90
H -2.47 2.14 2.98
H -1.90 2.05 1.36
H -2.53 -0.36 3.11
H -3.75 0.46 2.18
H -2.31 -1.58 1.30
H 1.08 -1.51 2.09
H -0.62 -2.01 2.18
H 0.08 -3.48 0.04
H 1.69 -3.23 0.67
H 2.01 -3.75 3.06
H 2.08 -5.32 2.58
H 2.01 -0.99 -0.24
H 1.98 1.39 -3.06
H 2.33 -0.30 -2.91
H 4.17 1.25 -2.20
H 3.73 -0.03 -1.05
H 2.15 2.23 -0.33
H 3.77 2.82 -0.58
H 2.82 1.31 1.43
H -3.99 1.33 -3.03
H -1.21 1.67 -5.30
H -2.81 1.39 -5.21

The following is a DFT calculation (ωB97M-V with the def2-TZVPD basis set) of C19H25N3PtSSi as an isolated structure in a non-equilibrium geometry.

Summary:
Energy relative to the best compared isomer or geometry (same formula, charge and spin)   10.40 kcal per mole
⟨S²⟩   6.0400
Charge   +2
Multiplicity   5
LUMO energy (spin up / spin down)   -5.73 / -9.75 eV
E_tot   -1709.40137 a.u.
Frontier orbital gap (spin up / spin down)   0.27430 / 0.15927 Ha

Atoms and positions in Å:
C -1.56 0.12 1.68
C -0.35 0.54 2.36
C -0.43 1.92 2.61
H 0.42 -0.14 2.72
C -1.66 2.41 2.10
C -2.39 1.32 1.54
H -3.46 1.31 1.31
H -1.88 -0.91 1.51
H 0.27 2.49 3.21
H -2.07 3.42 2.26
Pt -0.90 1.00 -0.32
C 2.43 0.48 -2.08
H 2.84 1.41 -1.65
H 1.94 0.63 -3.09
H 3.22 -0.28 -2.20
Si 1.06 -0.29 -1.14
C 0.78 -2.12 -0.88
C 0.33 -2.77 0.28
H 0.26 -2.22 1.24
C -0.03 -4.12 0.20
H -0.36 -4.64 1.10
C 0.01 -4.79 -1.02
H -0.26 -5.83 -1.09
C 0.41 -4.13 -2.19
H 0.43 -4.62 -3.16
C 0.81 -2.80 -2.11
H 1.07 -2.24 -3.01
C 2.15 0.15 0.46
C 2.95 -0.79 1.10
H 2.90 -1.84 0.81
C 3.87 -0.42 2.11
H 4.45 -1.18 2.63
C 4.03 0.92 2.47
H 4.76 1.22 3.24
C 3.23 1.88 1.82
H 3.32 2.93 2.11
C 2.32 1.49 0.84
H 1.73 2.27 0.36
H -0.55 0.59 -1.99
H -0.05 -0.50 -2.31
N -2.79 0.24 -0.98
N -3.70 1.23 -1.48
C -3.37 2.54 -1.36
N -4.39 3.39 -1.67
S -1.86 3.08 -0.85
H -2.64 -0.43 -1.73
H -3.27 -0.32 -0.26
H -4.67 0.96 -1.64
H -4.23 4.38 -1.66
H -5.14 3.05 -2.25

The following is a DFT calculation (ωB97M-V with the def2-TZVPD basis set) of C19H25N3RuSSi as an isolated structure in a non-equilibrium geometry.

Summary:
Energy relative to the best compared isomer or geometry (same formula, charge and spin)   0.00 kcal per mole
⟨S²⟩   8.8230
Charge   +1
Multiplicity   6
LUMO energy (spin up / spin down)   -2.79 / -5.16 eV
E_tot   -1685.36649 a.u.
Frontier orbital gap (spin up / spin down)   0.15706 / 0.21397 Ha

Atoms and positions in Å:
C 1.63 -2.96 -0.54
C 1.98 -1.68 0.01
C 1.87 -1.77 1.46
H 2.35 -0.82 -0.54
C 1.48 -3.13 1.77
C 1.39 -3.86 0.54
H 1.18 -4.93 0.45
H 1.59 -3.19 -1.61
H 2.13 -0.99 2.17
H 1.34 -3.52 2.77
Ru -0.07 -1.71 0.74
C -1.78 4.21 0.85
H -1.78 3.67 1.81
H -0.89 4.86 0.79
H -1.76 3.48 0.02
Si -0.30 0.51 0.17
C -0.57 0.69 -1.69
C 0.32 0.16 -2.64
H 1.14 -0.49 -2.32
C 0.16 0.48 -3.99
H 0.88 0.10 -4.72
C -0.89 1.30 -4.40
H -1.00 1.57 -5.46
C -1.82 1.77 -3.47
H -2.65 2.39 -3.78
C -1.68 1.43 -2.11
H -2.42 1.77 -1.38
C 1.19 1.59 0.66
C 1.85 2.43 -0.25
H 1.44 2.57 -1.26
C 3.04 3.07 0.12
H 3.56 3.70 -0.60
C 3.58 2.88 1.40
H 4.52 3.36 1.68
C 2.90 2.08 2.32
H 3.31 1.92 3.31
C 1.69 1.48 1.97
H 1.13 0.90 2.72
H -1.48 1.09 0.85
H -2.69 4.82 0.77
N -1.53 -2.84 -0.31
N -2.44 -3.47 0.60
C -2.54 -2.98 1.85
N -3.59 -3.33 2.60
S -1.45 -1.83 2.50
H -2.02 -2.25 -1.00
H -1.12 -3.62 -0.84
H -3.20 -4.00 0.16
H -3.70 -2.94 3.53
H -4.28 -4.01 2.31

The following is a DFT calculation (ωB97M-V with the def2-TZVPD basis set) of a 2-piece molecular cluster, C19H25N5O3 overall in a non-equilibrium geometry.

Summary:
Energy relative to the best compared isomer or geometry (same formula, charge and spin)   421.27 kcal per mole
Charge   0
LUMO energy   0.28 eV
E_tot   -1237.92196 a.u.
Frontier orbital gap   0.29461 Ha

Atoms and positions in Å:
C -4.03 -3.42 0.19
C -2.70 -3.02 -0.70
C -2.00 -1.68 -0.16
C -1.45 -2.05 1.20
N -0.78 -1.01 1.56
C 0.36 -0.63 1.26
N 1.15 -1.56 0.85
C 2.33 -0.71 0.26
C 2.16 0.63 0.62
C 3.27 1.52 0.47
O 3.13 2.96 0.72
N 4.26 1.07 -0.21
C 4.57 -0.54 -0.55
O 5.60 -0.67 -0.90
N 3.48 -1.23 -0.32
C 3.54 -2.65 -0.38
H 4.65 -2.95 -0.84
H 3.40 -3.26 0.47
H 2.97 -2.78 -1.32
C 5.43 1.94 -0.26
H 6.22 1.32 -0.93
H 5.00 2.78 -0.89
H 5.79 2.46 0.61
N 0.88 0.76 1.43
C 0.30 2.10 1.46
C -0.94 2.14 0.99
C -1.08 1.74 -0.38
C -2.27 2.20 -1.07
C -3.53 2.32 -0.20
C -3.35 2.53 1.12
C -2.16 2.55 1.66
H -2.15 2.57 2.66
H -4.24 2.86 1.62
H -4.41 2.32 -0.86
O -2.52 1.78 -2.37
C -1.32 1.72 -3.12
H -0.58 2.31 -3.30
H -0.92 0.59 -2.58
H -1.76 1.46 -4.16
H -0.30 1.81 -0.81
H 1.07 2.67 1.62
H 0.02 1.97 3.03
H -1.50 -0.07 1.89
H -2.30 -2.43 2.01
H -0.86 -2.75 1.08
H -1.22 -1.52 -0.84
H -2.80 -1.06 0.00
H -2.01 -3.98 -0.68
H -3.13 -2.71 -1.83
H -3.95 -3.67 1.16
H -4.57 -4.20 -0.44
H -4.76 -2.54 0.13

The following is a DFT calculation (ωB97M-V with the def2-TZVPD basis set) of the molecule C19H25NO4 in a non-equilibrium geometry.

Summary:
Energy relative to the best compared isomer or geometry (same formula, charge and spin)   112.49 kcal per mole
Charge   0
LUMO energy   0.01 eV
E_tot   -1094.59510 a.u.
Frontier orbital gap   0.32023 Ha
Structure (SMILES)   C[C@H]1C=C[C@H]2CCCC[C@H]2[C@@H]1c1cc(NCCO)c(C=O)c(=O)o1

Atoms and positions in Å:
O 2.79 0.17 -4.12
O 3.76 0.10 -0.26
O 1.77 0.47 0.65
O -1.29 -2.59 -4.11
C 3.06 0.16 -2.93
C 2.58 0.30 -0.39
C -0.12 0.36 -0.71
C 2.08 0.15 -1.78
C 0.71 0.10 -1.93
C -0.26 0.76 4.21
C -1.05 -0.39 4.47
C 0.39 0.40 0.49
N 0.12 -0.04 -3.13
C -1.87 -1.74 -3.06
C -1.34 -0.22 -3.25
C -3.71 -1.72 2.01
C -2.91 -1.58 0.80
C -0.36 2.65 2.60
C -2.93 -0.91 3.20
C -1.44 -1.97 1.06
C 0.15 1.17 2.80
C -1.53 -1.26 3.41
C -0.51 0.32 1.67
C -0.70 -1.14 2.14
H -0.32 -2.64 -4.10
H 4.11 -0.32 -2.85
H -1.12 0.45 -0.94
H -0.03 1.40 5.10
H -1.53 -0.54 5.56
H 0.76 -0.25 -3.92
H -1.74 -2.21 -2.05
H -2.94 -1.77 -3.19
H -1.71 0.10 -4.29
H -1.99 0.46 -2.69
H -4.74 -1.45 1.97
H -3.51 -2.72 2.38
H -2.90 -0.57 0.44
H -3.40 -2.17 0.07
H 0.06 3.01 1.65
H 0.25 3.29 3.32
H -1.45 2.71 2.76
H -3.14 0.13 2.92
H -3.51 -1.06 4.17
H -1.34 -3.00 1.16
H -1.04 -1.87 0.04
H 1.24 1.04 2.78
H -1.58 -2.33 3.63
H -1.46 0.69 1.37
H 0.29 -1.53 2.25

The following is a DFT calculation (ωB97M-V with the def2-TZVPD basis set) of C19H26As2N4PtS3 as an isolated structure.

Summary:
Energy relative to the best compared isomer or geometry (same formula, charge and spin)   0.00 kcal per mole
Charge   +2
LUMO energy   -6.24 eV
E_tot   -6743.56489 a.u.
Frontier orbital gap   0.25024 Ha

Atoms and positions in Å:
Pt 0.41 -0.06 0.47
C 1.53 5.70 -0.04
C 1.08 4.74 0.99
N 1.04 4.94 2.26
N 0.58 3.77 2.78
C 0.33 2.84 1.87
S -0.30 1.29 2.23
N 0.63 3.46 0.70
N 0.52 2.85 -0.55
H 1.78 6.64 0.45
H 0.75 5.89 -0.78
H 2.41 5.33 -0.56
H 0.49 3.67 3.78
H -0.17 3.35 -1.11
H 1.42 2.86 -1.01
S 2.53 0.75 0.84
C 3.44 0.22 -0.57
C 4.79 0.56 -0.68
C 5.51 0.22 -1.81
C 4.90 -0.43 -2.88
C 3.57 -0.78 -2.79
C 2.87 -0.50 -1.62
S 1.14 -0.85 -1.54
H 5.26 1.11 0.13
H 6.56 0.50 -1.87
H 5.46 -0.65 -3.78
H 3.07 -1.24 -3.63
C -1.77 -1.53 2.92
As -1.19 -1.80 1.10
C -2.91 -2.28 0.32
C -0.09 -3.42 1.22
C -0.14 -4.13 2.42
C 0.69 -5.22 2.65
C 1.61 -5.62 1.69
C 1.67 -4.93 0.49
C 0.83 -3.85 0.26
As 0.92 -3.08 -1.48
C -0.74 -3.37 -2.40
C 2.33 -3.87 -2.52
H -0.92 -1.41 3.59
H -2.40 -2.36 3.24
H -2.37 -0.62 2.93
H -3.18 -3.29 0.62
H -2.93 -2.18 -0.76
H -3.63 -1.58 0.73
H -0.82 -3.84 3.20
H 0.63 -5.75 3.59
H 2.26 -6.46 1.86
H 2.39 -5.25 -0.26
H -0.66 -4.34 -2.89
H -0.90 -2.59 -3.14
H -1.55 -3.40 -1.68
H 2.13 -4.94 -2.60
H 3.29 -3.70 -2.04
H 2.31 -3.43 -3.51

The following is a DFT calculation (ωB97M-V with the def2-TZVPD basis set) of C19H26AsF6N2NaO9S3 as an isolated structure in a non-equilibrium geometry.

Summary:
Energy relative to the best compared isomer or geometry (same formula, charge and spin)   27.11 kcal per mole
Charge   -2
LUMO energy   3.83 eV
E_tot   -5718.28223 a.u.
Frontier orbital gap   0.25675 Ha

Atoms and positions in Å:
Na 0.38 0.41 0.65
O -2.53 2.05 3.37
C -1.68 1.76 2.51
O -1.54 0.68 1.87
C -0.62 2.83 2.19
C -0.35 3.89 3.05
C 0.71 4.73 2.76
C 1.49 4.48 1.64
C 1.15 3.41 0.82
N 0.09 2.64 1.08
C 2.03 2.95 -0.34
O 3.09 3.58 -0.53
O 1.56 1.96 -0.94
H -0.97 4.01 3.93
H 0.95 5.56 3.42
H 2.37 5.06 1.40
F 4.83 2.04 1.83
C 4.79 0.73 2.07
F 4.65 0.55 3.38
F 5.96 0.19 1.70
S 3.37 -0.09 1.22
O 2.22 0.63 1.71
O 3.48 -1.45 1.65
N 3.72 0.13 -0.30
S 2.71 -0.40 -1.40
O 1.42 -0.75 -0.84
O 2.84 0.16 -2.70
C 3.40 -2.10 -1.70
F 2.95 -2.99 -0.82
F 3.04 -2.52 -2.92
F 4.74 -2.11 -1.65
O -0.91 3.19 -4.73
S -0.20 2.47 -3.62
C -1.36 2.50 -2.23
C -2.57 1.73 -2.76
C -1.96 0.41 -3.25
C -0.59 0.71 -3.87
H -1.53 3.54 -1.97
H -0.92 1.96 -1.39
H -3.03 2.28 -3.58
H -3.31 1.57 -1.98
H -2.62 -0.11 -3.95
H -1.81 -0.25 -2.38
H -0.56 0.59 -4.96
H 0.22 0.13 -3.43
C -0.11 -3.63 2.52
C 0.02 -2.29 1.81
As -1.31 -1.93 0.38
C -2.96 -2.24 1.43
C -4.11 -1.40 0.91
C -1.18 -3.67 -0.56
C -2.13 -3.71 -1.75
H 0.58 -3.68 3.36
H 0.12 -4.46 1.85
H -1.12 -3.79 2.91
H 1.01 -2.20 1.37
H -0.10 -1.47 2.52
H -2.72 -1.94 2.45
H -3.19 -3.31 1.43
H -3.86 -0.34 1.00
H -5.03 -1.58 1.48
H -4.33 -1.61 -0.14
H -1.40 -4.48 0.14
H -0.15 -3.77 -0.89
H -3.17 -3.55 -1.45
H -2.09 -4.68 -2.27
H -1.89 -2.93 -2.48